[1]
ORCA calculation (the ωB97M-V functional and the def2-TZVPD basis) on a single C5H12O molecule.

Bonds (Å) are listed after each position.
Atoms and positions in Å:
1 C -2.19 -1.03 1.75  C2 1.526, H7 1.094, H8 1.096, H9 1.097
2 C -1.46 0.12 1.07  C1 1.526, C3 1.514, H10 1.096, H11 1.096
3 C -0.37 -0.40 0.15  C2 1.514, O4 1.407, H12 1.104, H13 1.105
4 O 0.33 0.67 -0.43  C3 1.407, C5 1.410
5 C 1.40 0.17 -1.20  O4 1.410, C6 1.528, H14 1.101, H15 1.102
6 C 2.34 1.28 -1.65  C5 1.528, H16 1.095, H17 1.091, H18 1.092
7 H -2.95 -0.66 2.45  C1 1.094
8 H -1.50 -1.66 2.33  C1 1.096
9 H -2.69 -1.68 1.02  C1 1.097
10 H -1.01 0.78 1.81  C2 1.096
11 H -2.16 0.73 0.49  C2 1.096
12 H 0.33 -1.01 0.74  C3 1.104
13 H -0.80 -1.05 -0.63  C3 1.105
14 H 1.00 -0.39 -2.06  C5 1.101
15 H 1.95 -0.56 -0.59  C5 1.102
16 H 2.45 1.34 -2.74  C6 1.095
17 H 3.33 1.10 -1.22  C6 1.091
18 H 2.00 2.25 -1.28  C6 1.092

E_HOMO, eV: -9.7
Net charge: 0
SMILES string: CCCOCC
Energy above the lowest of the compared OMol25 structures with the same formula, charge and spin, kcal per mole: 15.45
Kohn-Sham gap, eV: 10.9

[2]
ORCA calculation (the ωB97M-V functional and the def2-TZVPD basis) on 2 unconnected molecules or ions with the total composition C4H9F2N in a non-equilibrium geometry.

Bonds (Å) are listed after each position.
Atoms and positions in Å:
1 C -0.62 -1.33 -0.05  C3 1.472, H8 1.118, H9 1.054, H10 1.098
2 C -1.84 0.74 0.20  C3 1.433, F6 1.330, H11 1.023, H12 1.096
3 C -0.71 -0.03 0.63  C1 1.472, C2 1.433, H13 1.050, H14 1.065
4 C 2.07 0.36 -0.43  N5 1.259, F7 1.319
5 N 2.62 1.27 0.26  C4 1.259, H15 0.993, H16 0.980
6 F -2.97 0.35 0.79  C2 1.330
7 F 2.01 0.68 -1.71  C4 1.319
8 H 0.03 -2.11 0.41  C1 1.118
9 H -1.58 -1.77 -0.11  C1 1.054
10 H -0.19 -1.12 -1.04  C1 1.098
11 H -1.99 0.59 -0.80  C2 1.023
12 H -1.67 1.81 0.33  C2 1.096
13 H -0.84 -0.42 1.60  C3 1.050
14 H 0.21 0.50 0.57  C3 1.065
15 H 2.57 1.26 1.25  N5 0.993
16 H 2.86 2.04 -0.29  N5 0.980

E_HOMO, eV: -9.0
Net charge: 0
Energy above the lowest of the compared OMol25 structures with the same formula, charge and spin, kcal per mole: 62.89
Kohn-Sham gap, eV: 9.8